Below is 4 unconnected molecules or ions with the total composition C25H36O7 at a distorted geometry, with properties calculated with the ωB97M-V functional and the def2-TZVPD basis.

Geometry as XYZ:
```
68
Properties=species:S:1:pos:R:3:forces:R:3
C 5.506256 -2.031400 -0.256328 -0.4 -0.7 0.3
C 4.817181 -1.703179 1.140484 1.3 -0.2 0.1
C 4.562798 -0.164340 1.360399 -0.1 -0.5 -0.4
C 3.128397 0.343043 0.944242 0.8 0.7 0.6
O 2.068600 -0.651222 1.107426 -0.4 0.4 -1.6
C 1.488083 -0.824051 -0.137039 -0.4 -0.6 0.0
C 0.440128 -0.190368 -0.749318 1.3 -0.4 0.7
C -0.437628 0.931144 -0.140824 -1.4 -0.9 -0.3
C -1.689175 0.223966 0.504379 -1.6 -0.8 0.6
C -1.983067 0.205479 1.931883 -1.2 -1.1 -1.3
C -3.165875 -0.531040 2.387846 0.2 -0.2 -1.6
C -4.065835 -1.245565 1.468330 1.7 1.1 -0.9
C -3.792829 -1.200614 0.036902 1.5 0.8 1.0
C -4.661824 -1.882068 -1.068208 0.6 0.9 0.2
C -2.605682 -0.459033 -0.395746 -0.5 -0.1 1.3
C 0.402953 -0.895067 -2.140397 0.5 1.3 1.3
O -0.480608 -1.147983 -2.888699 0.4 0.4 0.0
O 1.759670 -1.282784 -2.365498 -0.9 -2.1 -0.2
C 2.059384 -1.910316 -1.118816 -0.7 2.4 0.8
O 2.548860 -2.967946 -0.936003 0.2 0.3 -0.4
H 5.072231 -1.443934 -1.103637 0.5 -0.3 0.7
H 6.624419 -1.906621 -0.199146 -1.2 0.3 -0.1
H 5.345367 -3.117019 -0.514363 0.1 1.1 0.3
H 5.583504 -2.009513 1.912789 -0.9 0.3 -0.7
H 3.925511 -2.351031 1.337509 0.6 0.8 -0.4
H 5.307171 0.384245 0.711909 -0.7 -0.4 0.8
H 4.781263 0.098353 2.426177 -0.4 -0.2 -0.9
H 3.124319 0.679220 -0.129306 0.1 -0.2 1.1
H 2.867091 1.193842 1.636559 0.1 -0.7 -1.0
H 0.106272 1.593956 0.573837 -0.3 -0.9 -0.5
H -0.861415 1.614902 -0.926590 0.7 -0.8 0.6
H -1.307200 0.745470 2.641027 -0.8 -0.6 -0.7
H -3.398865 -0.591120 3.475933 0.3 0.2 -1.0
H -4.948975 -1.825228 1.836767 1.0 0.7 -0.2
H -5.134798 -1.055862 -1.672814 0.2 -0.9 0.6
H -4.000269 -2.430640 -1.794004 -0.7 0.3 0.8
H -5.437617 -2.554538 -0.633555 0.6 0.5 -0.4
H -2.398647 -0.421077 -1.490496 -0.1 -0.1 1.0
C -3.449183 -5.039470 -5.189643 -0.3 -0.1 0.0
C -3.880828 -3.628545 -5.500321 -0.4 0.1 -0.1
C -2.809268 -2.569719 -5.531164 -0.2 0.2 0.0
O -5.042553 -3.358058 -5.716084 0.2 -0.1 0.1
H -4.320713 -5.694380 -5.200730 0.0 0.1 0.0
H -2.740254 -5.386362 -5.943740 0.1 0.0 0.2
H -2.993008 -5.079396 -4.198591 0.2 0.0 -0.1
H -2.072306 -2.808001 -6.300455 0.1 0.0 0.2
H -2.325585 -2.500830 -4.554573 0.2 -0.1 -0.1
H -3.261024 -1.605734 -5.766008 0.0 -0.1 0.0
C 0.734778 5.214930 -2.331836 -0.2 -0.3 -0.1
C 0.838538 4.694148 -0.921714 -0.2 -0.3 0.1
C 1.705009 5.466121 0.039372 -0.1 -0.2 0.3
O 0.248228 3.693378 -0.573748 0.2 0.4 -0.1
H 0.080613 4.562689 -2.910732 0.0 0.0 0.1
H 0.311247 6.220930 -2.326648 0.2 0.1 0.0
H 1.721700 5.225034 -2.798269 0.0 0.2 0.0
H 1.324187 6.483190 0.149046 0.2 0.1 -0.1
H 2.734748 5.487390 -0.322581 0.0 0.2 -0.1
H 1.686376 4.978327 1.014346 0.0 0.0 -0.1
C 1.294733 1.441568 6.056937 0.2 0.0 -0.3
C 0.087304 1.731892 5.203376 0.0 0.0 -0.3
C -1.250290 1.794853 5.894741 -0.2 0.0 -0.3
O 0.187538 1.907667 4.008000 0.0 0.0 0.2
H 2.185675 1.425901 5.428888 -0.1 0.0 0.0
H 1.412144 2.220382 6.812822 -0.1 -0.1 0.1
H 1.186069 0.466564 6.535550 0.0 0.1 0.2
H -1.245230 2.589298 6.643357 0.0 -0.2 0.1
H -1.470898 0.835345 6.366452 0.0 0.1 0.2
H -2.026901 2.010845 5.160345 0.1 0.0 0.0
```
Forces are in eV/Å.

Properties
LUMO: 0.010 hartree
HOMO level: -8.514 eV
SMILES: CCCCOC1=C(Cc2cccc(C)c2)C(=O)OC1=O.CC(C)=O.CC(C)=O.CC(C)=O
energy relative to the best compared isomer or geometry (same formula, charge and spin): 1.6319 eV
DFT total energy: -40838.487 eV

Atomic partial charges in e from the natural (NBO) method, atoms 1 to 4:
1. C -0.624
2. C -0.415
3. C -0.430
4. C -0.077

Below is 3 unconnected molecules or ions with the total composition C34H68BF10N5O13P2 at a distorted geometry, with properties calculated with the ωB97M-V functional and the def2-TZVPD basis.

Geometry as XYZ:
```
133
Properties=species:S:1:pos:R:3:forces:R:3
C 3.474175 -5.891591 2.131127 0.1 0.9 -0.6
C 4.741749 -6.511336 1.580579 -0.8 -1.5 0.3
O 4.917763 -7.703109 1.714689 0.4 0.9 -0.1
O 5.632755 -5.701229 0.942346 -0.3 0.4 0.8
C 6.947195 -5.788663 1.528504 0.4 -0.6 -0.5
C 7.960326 -4.953296 0.736794 0.4 -0.4 0.4
C 8.597168 -3.801364 1.534903 0.0 0.2 -1.0
C 7.796701 -2.468024 1.567819 -0.2 -0.6 1.3
C 6.337305 -2.562847 1.125097 0.0 0.5 -0.8
C 5.670623 -1.170137 0.987997 0.8 -0.7 -0.6
N 5.260402 -0.547742 2.220876 -0.4 0.0 0.4
C 6.093887 0.495429 2.764455 0.7 0.5 -0.4
C 6.364693 1.727403 1.850084 1.0 -0.1 0.1
N 6.433084 2.978780 2.623638 -0.3 -0.4 0.1
C 3.964291 -0.837291 2.746259 -0.4 0.5 0.2
F 3.575749 -2.039529 2.145216 0.1 0.0 -0.1
C 4.035071 -1.158804 4.248793 1.3 -2.2 -0.3
C 4.795195 -2.501682 4.400726 -0.2 0.4 1.0
C 4.620646 -3.199596 5.778995 1.1 2.2 -3.3
O 4.007710 -3.632724 4.535997 -0.1 -0.3 0.8
C 2.799230 0.221998 2.376885 -0.1 -0.9 0.9
C 1.497769 -0.619554 2.300024 -0.6 0.6 -0.1
C 0.156939 0.140665 2.389294 -0.7 -1.1 0.1
C -0.961891 -0.906565 2.281020 -0.2 1.7 -0.4
F -1.000535 -1.373877 0.991692 0.1 -0.5 0.2
F -0.813596 -1.911670 3.159748 0.1 -0.5 -0.4
C -2.369864 -0.272869 2.559917 0.4 -0.7 1.1
F -2.514676 -0.306733 3.909620 0.0 0.0 -0.1
F -2.414775 1.030587 2.226754 -0.2 -0.2 -0.6
C -3.597326 -1.057398 1.983975 -0.9 0.7 0.5
F -4.607359 -0.879955 2.876442 0.0 0.0 -0.1
F -3.382784 -2.374136 1.934107 0.5 0.2 -0.3
C -4.182027 -0.521377 0.631619 0.2 -0.3 -0.9
F -5.067818 0.450355 0.833038 0.1 -0.3 0.2
F -4.770851 -1.534863 -0.014588 -0.1 0.2 0.3
F -3.248682 -0.031198 -0.201064 0.2 -0.1 0.4
O 3.309766 0.835610 1.190638 -0.6 -0.2 0.4
C 2.466268 1.474951 0.307587 0.4 1.4 -2.2
N 1.672403 0.618304 -0.555558 -0.3 0.3 0.4
N 1.661874 2.559736 0.880441 0.0 -0.8 0.9
B 2.708445 1.201236 3.646545 0.0 1.2 -0.5
N 3.498367 2.457414 3.645173 -0.2 -0.8 0.0
O 1.875062 0.937329 4.721091 0.5 -1.1 -0.3
H 3.436173 -6.003689 3.213947 0.2 -0.1 0.0
H 2.592304 -6.378014 1.714010 0.2 -0.2 0.0
H 3.407625 -4.825207 1.902125 0.1 -0.1 0.1
H 7.254615 -6.837262 1.507780 -0.1 0.0 0.0
H 6.908633 -5.513108 2.590113 -0.1 0.3 -0.2
H 8.774162 -5.642610 0.486637 0.0 0.1 0.0
H 7.552713 -4.647703 -0.227159 -0.1 0.1 0.2
H 9.549770 -3.584087 1.039651 0.0 0.0 0.2
H 8.855741 -4.182706 2.525816 -0.1 0.2 0.0
H 8.342007 -1.683108 1.037404 -0.2 -0.1 -0.2
H 7.778068 -2.145578 2.619918 0.1 0.2 -0.1
H 5.739702 -3.229947 1.747811 0.1 0.1 0.1
H 6.283482 -2.989234 0.116345 0.1 -0.1 0.1
H 6.435393 -0.552219 0.500834 -0.2 0.3 0.2
H 4.889058 -1.269619 0.230183 -0.3 0.3 0.4
H 7.090283 0.073205 2.972709 -0.2 -0.1 0.1
H 5.758684 0.917690 3.711647 -0.4 -0.3 -0.1
H 7.369470 1.588248 1.423874 -0.2 -0.2 -0.3
H 5.687409 1.775190 0.998989 -0.3 0.1 0.3
H 6.017580 3.744111 2.116866 0.1 0.1 0.1
H 7.392506 3.187407 2.853474 0.0 0.3 -0.1
H 4.683526 -0.505590 4.835622 -0.6 0.7 -0.1
H 3.082086 -1.418750 4.709890 -0.2 0.8 -0.1
H 5.764529 -2.578422 3.917254 -0.2 -0.2 -0.2
H 4.158515 -2.354113 6.271249 -0.6 -1.1 1.3
H 5.597296 -3.614308 5.979626 -0.4 -0.6 0.9
H 1.434093 -1.257616 1.419571 0.4 0.0 0.0
H 1.509266 -1.294534 3.157976 0.1 0.1 -0.1
H -0.045317 0.837511 1.581623 0.3 0.1 0.1
H -0.023028 0.645965 3.340209 0.4 0.1 -0.1
H 3.133122 1.991074 -0.404461 0.6 -0.5 0.4
H 1.946623 -0.347833 -0.465117 -0.1 -0.1 0.0
H 0.682404 0.760517 -0.408472 0.0 -0.4 0.1
H 2.328619 3.117261 1.404128 -0.1 0.2 -0.1
H 1.286425 3.137525 0.139229 0.0 0.0 -0.1
H 2.826401 3.215862 3.551949 0.1 0.2 0.1
H 3.951811 2.566158 4.549058 0.1 0.4 -0.1
H 2.349925 1.059074 5.549055 -0.3 0.5 0.2
C -1.031756 -0.814828 -2.563208 0.0 0.2 -0.1
C -1.145590 -1.927605 -3.587577 0.3 -0.2 0.3
O -2.102601 -1.626469 -4.602549 0.2 0.8 -0.1
P -1.821037 -0.359373 -5.595489 -4.3 -4.7 -2.1
O -0.570208 -0.737939 -6.313472 1.0 3.0 1.7
O -2.911776 -0.653438 -6.791302 0.1 0.4 0.5
C -2.558637 -0.417674 -8.157577 0.1 -0.3 -0.2
C -2.330475 -1.732541 -8.875224 -0.1 -0.2 0.0
O -2.811924 0.697157 -4.849249 2.9 0.8 0.0
C -4.239461 0.590088 -4.800884 -0.9 0.4 0.2
C -4.748955 -0.379049 -3.755083 0.2 -0.4 -0.1
H -0.624016 0.093731 -3.018620 0.1 0.0 0.1
H -0.376477 -1.109553 -1.742653 0.0 0.0 0.0
H -2.007625 -0.562051 -2.155000 0.0 -0.1 0.0
H -0.174507 -2.137301 -4.043473 0.0 0.0 -0.1
H -1.482808 -2.843411 -3.101519 -0.1 0.0 -0.1
H -1.677702 0.219869 -8.228315 0.0 -0.1 0.1
H -3.388367 0.120874 -8.621039 -0.1 0.0 0.1
H -1.653579 -2.376289 -8.315153 0.1 0.2 0.0
H -1.916687 -1.564837 -9.870901 0.0 0.0 0.0
H -3.272728 -2.273608 -8.979649 0.0 0.0 0.0
H -4.666259 0.377868 -5.777236 0.3 -0.2 -0.1
H -4.584973 1.592224 -4.537004 0.3 0.1 0.0
H -4.632322 -1.412556 -4.077410 0.1 0.0 0.0
H -5.813590 -0.208026 -3.583083 0.0 0.1 0.0
H -4.215903 -0.258781 -2.811858 -0.1 0.1 0.0
C -9.529589 2.321997 0.254158 0.0 0.0 -0.1
C -9.344804 3.785077 0.613778 -0.2 -0.1 0.3
O -8.426886 4.445665 -0.256841 -0.2 -0.4 -0.7
P -8.811570 4.595552 -1.838766 4.6 4.2 2.6
O -10.043662 5.435448 -1.829291 -1.2 -3.0 -1.5
O -7.721917 5.730706 -2.318867 -0.1 -0.6 -0.1
C -8.112399 6.755391 -3.237927 -0.1 0.3 0.1
C -8.259865 8.079583 -2.516270 0.2 0.1 0.1
O -7.884940 3.369838 -2.376927 -3.0 -0.4 -0.5
C -6.452619 3.355378 -2.354810 0.9 -0.4 -0.3
C -5.862483 3.002204 -1.006584 -0.2 0.3 0.3
H -10.011217 2.216394 -0.722975 0.0 0.0 0.1
H -10.153203 1.824126 0.997328 0.0 0.0 0.0
H -8.569121 1.810380 0.200902 0.0 0.0 0.1
H -10.303787 4.309658 0.606400 0.0 0.0 -0.1
H -8.933488 3.868427 1.619888 0.1 0.1 -0.1
H -9.036586 6.488610 -3.749931 0.0 0.0 0.1
H -7.329719 6.829331 -3.996333 0.1 -0.1 0.1
H -8.881274 7.978356 -1.627497 -0.1 -0.1 -0.1
H -8.700157 8.832376 -3.172117 0.0 0.0 0.0
H -7.283963 8.438999 -2.184570 0.0 0.0 0.0
H -6.027153 4.276955 -2.742439 -0.3 0.2 0.1
H -6.170076 2.576760 -3.067023 -0.3 -0.1 0.0
H -5.915201 3.842838 -0.316108 -0.1 0.0 0.0
H -4.808798 2.738678 -1.119073 0.0 -0.1 -0.1
H -6.387656 2.162615 -0.554229 0.0 -0.1 -0.1
```
Forces are in eV/Å.

Properties
LUMO: 0.000 hartree
HOMO level: -8.181 eV
SMILES: CC(=O)OCCCCCCN(CCN)[C@@](F)(C[C@H]1CO1)[C@](CCC(F)(F)C(F)(F)C(F)(F)C(F)(F)F)(OC(N)N)B(N)O.CCOP(=O)(OCC)OCC.CCOP(=O)(OCC)OCC
DFT total energy: -116858.452 eV

Atomic partial charges in e from the Mulliken method, atoms 1 to 4:
1. C -0.539
2. C 0.632
3. O -0.576
4. O -0.314

Below is a molecular structure, C10H13ClO3PtS at a distorted geometry, with properties calculated with the ωB97M-V functional and the def2-TZVPD basis.

Geometry as XYZ:
```
29
Properties=species:S:1:pos:R:3:forces:R:3
Cl 3.722405 -0.621001 -4.884140 0.0 0.0 0.0
C -0.421484 2.223276 -1.335289 0.0 0.6 -0.9
C -1.440753 1.580182 -0.575738 0.1 -0.3 -0.6
C -1.611680 0.255649 -1.074991 0.9 -0.9 -0.8
H -2.053205 2.039446 0.187426 0.1 0.1 0.0
C -0.727163 0.062666 -2.215176 -1.1 0.5 0.7
C 0.056980 1.317782 -2.328356 -0.6 -0.2 0.3
H 0.783728 1.465083 -3.127705 -0.3 0.3 0.2
H -0.160602 3.285188 -1.265883 0.1 -0.6 0.1
H -2.288265 -0.513794 -0.697803 0.1 0.4 -0.2
C -0.711823 -1.071320 -3.186608 0.1 0.0 0.0
Pt 0.927996 -0.073997 -0.773905 -0.7 0.7 -0.1
C 1.372073 -1.864409 -0.426152 1.3 -5.5 0.7
O 1.756105 -2.946998 -0.257503 -1.1 3.6 -0.5
C 2.376795 0.983536 -0.162204 4.1 3.0 1.6
O 3.287875 1.591027 0.203925 -2.7 -1.9 -1.1
H -0.839684 -2.035608 -2.680268 -0.1 0.2 -0.1
H 0.248966 -1.090957 -3.712981 -0.3 0.0 -0.1
H -1.523327 -0.944549 -3.912313 0.1 -0.1 0.0
C 0.472882 -0.104525 4.382332 0.7 0.3 0.4
S 0.351064 0.020769 2.607129 -1.2 0.6 0.7
C -1.064659 -1.007271 2.251093 -0.2 -0.7 -0.6
O -0.021406 1.433155 2.291775 0.5 -0.5 -0.1
H 0.554292 -1.151685 4.673613 0.0 0.0 -0.2
H -0.415717 0.371462 4.799847 0.0 0.0 -0.1
H 1.376203 0.435660 4.676821 -0.1 0.0 0.0
H -1.283692 -1.601710 3.139371 0.0 0.1 0.0
H -1.903702 -0.359223 1.983206 0.2 0.0 0.1
H -0.820200 -1.677837 1.420474 -0.1 0.2 0.2
```
Forces are in eV/Å.

Properties
net charge: +2
LUMO (alpha / beta): -0.274 / -0.420 hartree
HOMO level (alpha / beta): -14.784 / -16.377 eV
2S+1: 5
energy relative to the best compared isomer or geometry (same formula, charge and spin): 0.0000 eV
DFT total energy: -43304.547 eV

Atomic partial charges in e from the natural (NBO) method, atoms 1 to 4:
1. Cl 0.003
2. C -0.194
3. C -0.054
4. C -0.286

Which of these has the lowest DFT total energy? C34H68BF10N5O13P2

The lowest DFT total energy belongs to which entry? C34H68BF10N5O13P2

Which formula does entry 1 have? C25H36O7

The lowest DFT total energy belongs to which entry? C34H68BF10N5O13P2